{
  "formula": "C28H23ClNO6SV",
  "method": "the ωB97M-V functional and the def2-TZVPD basis",
  "species": ["V", "S", "C", "C", "C", "C", "C", "N", "H", "H", "H", "H", "O", "C", "C", "O", "O", "C", "C", "C", "C", "C", "C", "C", "C", "C", "C", "C", "C", "H", "H", "H", "H", "H", "H", "H", "H", "H", "H", "H", "C", "C", "C", "C", "Cl", "C", "C", "C", "O", "C", "C", "O", "O", "H", "H", "H", "H", "H", "H", "H", "H"],
  "positions_angstrom": [[-0.75206, -2.00885, 0.16345], [-2.70621, -3.35346, -0.61624], [-2.06116, -4.28726, 0.69721], [-2.58206, -5.51255, 1.14635], [-1.95868, -6.17661, 2.17639], [-0.82050, -5.63111, 2.77333], [-0.36930, -4.41926, 2.29320], [-0.96597, -3.77095, 1.29579], [-3.46362, -5.90693, 0.66238], [-2.35634, -7.12379, 2.52208], [-0.30629, -6.11962, 3.58677], [0.49505, -3.92366, 2.72332], [1.05359, -0.98365, 0.94962], [0.78566, -0.06520, 2.03682], [-0.74877, -0.03931, 2.35489], [-1.12395, 0.74826, 3.21765], [-1.46310, -0.83621, 1.68156], [1.54500, -0.57644, 3.24886], [1.46365, 0.11827, 4.45497], [2.15988, -0.32462, 5.56450], [2.94744, -1.46664, 5.49435], [3.03355, -2.15799, 4.29722], [2.33935, -1.71401, 3.17885], [1.27901, 1.29643, 1.56908], [2.64624, 1.55646, 1.53802], [3.12792, 2.73323, 0.98941], [2.24564, 3.66513, 0.46054], [0.88340, 3.41306, 0.48971], [0.40013, 2.23711, 1.04436], [1.10836, -0.48654, 0.11314], [0.83577, 0.99492, 4.50891], [2.08571, 0.22463, 6.49491], [3.48895, -1.81141, 6.36575], [3.64595, -3.04829, 4.22447], [2.41970, -2.25106, 2.24348], [3.33555, 0.82740, 1.94561], [4.19381, 2.92123, 0.97001], [2.61779, 4.58348, 0.02541], [0.18776, 4.13237, 0.07629], [-0.66519, 2.05350, 1.07445], [-3.24895, 2.03449, -6.00146], [-2.08690, 2.66668, -5.29907], [-1.75290, 3.99587, -5.50930], [-0.68317, 4.55963, -4.83472], [-0.28956, 6.24171, -5.11206], [0.07759, 3.81957, -3.95430], [-0.23432, 2.48443, -3.74304], [-1.31639, 1.91342, -4.40326], [-1.68859, 0.61153, -4.25190], [-1.52646, 0.04165, -2.95844], [-0.15975, -0.59995, -2.67431], [0.69855, -0.71652, -3.52745], [-0.05150, -0.94249, -1.43807], [-3.65970, 2.71273, -6.74875], [-4.04104, 1.77660, -5.29659], [-2.95581, 1.10632, -6.49116], [-2.33307, 4.59849, -6.19543], [0.91545, 4.27381, -3.44436], [0.37500, 1.88170, -3.08858], [-2.26713, -0.75690, -2.87530], [-1.75304, 0.78716, -2.18930]],
  "forces_ev_per_a": [[0.0534, 0.5667, -0.1370], [0.1348, -0.0935, 0.1086], [-0.1404, -0.2305, -0.0282], [-0.0112, 0.0659, -0.0535], [-0.0005, -0.0609, 0.0500], [-0.0182, 0.1165, -0.0946], [0.0748, -0.0481, 0.2374], [-0.0987, -0.0775, -0.0810], [-0.0185, -0.0278, 0.0050], [0.0158, 0.0025, 0.0123], [0.0005, -0.0369, 0.0298], [-0.0181, -0.0420, 0.0040], [-0.2092, -0.1042, -0.1176], [0.1146, -0.0623, -0.1156], [0.0932, 0.2460, 0.2558], [0.0768, -0.0686, -0.0836], [-0.1659, -0.2284, -0.2413], [0.0078, 0.0635, 0.0497], [0.0097, 0.0013, -0.0560], [0.0214, 0.0010, 0.0837], [0.0087, -0.0313, -0.0362], [0.0340, -0.0266, 0.0626], [-0.0401, -0.0226, -0.0725], [-0.0392, 0.0413, 0.0771], [-0.0084, -0.0245, 0.0325], [0.0227, 0.0427, -0.0239], [0.0242, 0.0048, -0.0036], [-0.0497, 0.0340, -0.0249], [-0.0046, -0.0291, -0.0311], [0.0964, -0.0325, -0.0192], [-0.0333, 0.0399, 0.0006], [-0.0034, 0.0032, 0.0053], [0.0144, -0.0095, 0.0169], [0.0109, -0.0083, 0.0086], [-0.0048, 0.0239, 0.0153], [0.0061, -0.0154, 0.0093], [0.0132, 0.0033, -0.0002], [0.0205, 0.0206, -0.0045], [0.0004, 0.0118, -0.0002], [-0.0192, -0.0057, 0.0010], [-0.0886, -0.0451, -0.0705], [0.1275, 0.0233, 0.0185], [0.0347, -0.0558, 0.0295], [0.0163, 0.0980, -0.0196], [-0.0083, -0.0101, 0.0012], [0.0493, 0.0040, 0.0363], [-0.1835, -0.0537, -0.0428], [-0.0120, -0.1309, -0.0507], [-0.0476, 0.1196, 0.1261], [0.0537, -0.1584, -0.0825], [-0.0105, 0.3711, -0.0928], [-0.1527, 0.0667, -0.0758], [0.0825, -0.1888, 0.3321], [-0.0125, 0.0072, -0.0029], [0.0062, -0.0093, 0.0320], [0.0230, -0.0054, -0.0118], [-0.0158, 0.0077, -0.0155], [0.0187, -0.0014, 0.0087], [0.0621, -0.0254, 0.0689], [-0.0171, 0.0506, -0.0251], [0.1034, -0.0663, -0.0040]],
  "nbo_charge": [1.179, -0.309, 0.093, -0.279, -0.160, -0.299, 0.062, -0.546, 0.222, 0.206, 0.212, 0.201, -0.744, 0.074, 0.775, -0.687, -0.750, -0.040, -0.135, -0.231, -0.226, -0.219, -0.221, -0.054, -0.145, -0.234, -0.214, -0.213, -0.184, 0.521, 0.241, 0.205, 0.203, 0.205, 0.232, 0.213, 0.206, 0.207, 0.213, 0.236, -0.623, -0.070, -0.233, -0.040, -0.040, -0.235, -0.269, 0.382, -0.508, -0.195, 0.774, -0.645, -0.863, 0.203, 0.223, 0.229, 0.216, 0.224, 0.241, 0.218, 0.195],
  "energy_ha": -3389.6033,
  "total_charge": -1,
  "max_force_ev_per_a": 0.6,
  "e_homo_ev": [-4.4, -5.3],
  "s_squared": 3.76,
  "spin_multiplicity": 4
}

=====

{
  "formula": "C28H23FN3O10S3Ti",
  "method": "the ωB97M-V functional and the def2-TZVPD basis",
  "species": ["Ti", "O", "C", "C", "O", "C", "C", "O", "C", "O", "O", "F", "C", "C", "N", "C", "C", "O", "O", "C", "O", "N", "C", "O", "H", "H", "H", "H", "O", "S", "C", "C", "C", "C", "C", "C", "C", "C", "C", "C", "C", "C", "C", "C", "H", "H", "H", "H", "H", "H", "H", "H", "H", "H", "H", "H", "H", "H", "S", "C", "N", "C", "C", "S", "H", "H", "H", "H", "H"],
  "positions_angstrom": [[-0.42089, 0.22593, -0.39522], [-4.83934, -3.21957, 1.16463], [-4.01548, -2.49799, 0.68901], [-4.01302, -0.95171, 0.73186], [-4.87032, -0.24926, 1.20153], [-2.74362, -0.57944, 0.08613], [-2.04507, -1.69390, -0.35637], [-0.92458, -1.44729, -1.00181], [-2.75182, -2.94329, -0.07027], [-2.43574, -4.07329, -0.35836], [-2.16924, 0.57527, -0.18071], [0.66407, -4.08129, -3.09009], [0.59425, -4.25853, -1.75642], [1.17618, -3.36514, -0.94140], [1.07506, -3.47058, 0.42023], [1.60716, -2.41927, 1.27403], [0.98565, -1.11283, 0.81437], [1.42388, -0.53984, -0.21870], [-0.03466, -0.62376, 1.36615], [0.30976, -4.48792, 1.01158], [0.10017, -4.50837, 2.19572], [-0.13827, -5.44235, 0.14061], [-0.10383, -5.44436, -1.25428], [-0.57685, -6.32984, -1.91027], [1.73590, -2.52864, -1.34181], [2.69659, -2.36227, 1.17042], [1.31779, -2.64705, 2.30594], [-0.69925, -6.17785, 0.56206], [0.21407, 1.88109, -0.37322], [0.63228, 3.19021, -1.05608], [2.47365, 3.00143, -1.01016], [3.03410, 3.10157, 0.36395], [2.97865, 2.00375, 1.21674], [3.50005, 2.08721, 2.49578], [4.08078, 3.26777, 2.93322], [4.13203, 4.36722, 2.09219], [3.61000, 4.28709, 0.81265], [0.23626, 4.41728, 0.28840], [-0.39944, 3.67124, 1.41711], [0.26443, 3.50509, 2.62556], [-0.33158, 2.79374, 3.65306], [-1.58193, 2.22435, 3.47464], [-2.24013, 2.36027, 2.26111], [-1.65339, 3.08462, 1.23612], [2.88476, 3.74978, -1.68433], [2.60908, 2.00316, -1.43884], [2.54629, 1.07721, 0.86335], [3.46019, 1.23145, 3.15160], [4.48837, 3.33282, 3.93034], [4.58086, 5.28838, 2.43163], [3.67257, 5.13692, 0.14776], [-0.45326, 5.12112, -0.17861], [1.14546, 4.93294, 0.58930], [1.23807, 3.94969, 2.76928], [0.18162, 2.69464, 4.59723], [-2.05361, 1.69508, 4.28834], [-3.22250, 1.92998, 2.12311], [-2.18299, 3.21554, 0.29933], [-0.05189, 0.68576, -2.86045], [-0.78738, -0.60407, -3.66456], [-2.08401, -0.88258, -3.56336], [-2.51578, -2.14303, -4.13570], [-1.51065, -2.46620, -5.23729], [0.04069, -1.61417, -4.76988], [-2.67422, -0.36784, -2.91830], [-3.52334, -2.04380, -4.54301], [-2.52027, -2.91862, -3.35779], [-1.81231, -2.06416, -6.20319], [-1.31006, -3.52950, -5.32558]],
  "forces_ev_per_a": [[0.6021, 0.2246, -1.3492], [0.3090, 0.3257, -0.2170], [-0.3795, -0.3251, 0.2217], [-0.3957, 0.4664, 0.3556], [0.3746, -0.1965, -0.1943], [-0.1703, -1.9744, -0.3251], [-1.0893, 0.8856, 0.1831], [-0.5674, -1.8645, -0.6749], [0.2131, -0.7381, -0.0804], [-0.3185, 0.6567, 0.0252], [-1.7359, 0.9001, 0.5677], [-0.0153, -0.2866, 0.2017], [0.3851, 0.3740, 0.1197], [-0.0848, -0.6819, -1.0177], [-0.2472, -0.1258, 0.3133], [-0.0261, 0.1166, 0.1544], [1.3729, -1.0874, 0.9089], [1.0057, -0.2699, -0.1741], [-0.5508, 0.1840, 0.6172], [0.2925, 0.3086, -0.1969], [-0.1590, -0.0921, 0.5105], [-0.0199, -0.4937, 0.0811], [0.3030, 0.4758, 0.1281], [-0.1777, -0.1159, -0.1975], [-0.0975, -0.0987, 0.0549], [-0.1680, 0.0343, 0.0461], [0.0917, 0.0485, -0.2962], [0.1224, 0.1624, -0.0589], [0.7929, 1.7378, 0.3246], [0.8517, 1.1083, -0.2253], [-0.3226, 0.0360, 0.1309], [0.0962, -0.0721, 0.2290], [0.0609, -0.0843, -0.0317], [0.0364, 0.0307, -0.0103], [-0.0775, -0.0284, 0.0570], [-0.0006, 0.1090, 0.0232], [-0.0156, -0.1151, -0.0868], [-0.2320, -0.1225, -0.0615], [-0.2849, -0.0282, 0.1974], [-0.0072, 0.0913, -0.1239], [0.0232, -0.0062, 0.0326], [0.0231, 0.0309, 0.0008], [-0.0706, 0.1837, -0.0271], [-0.0254, 0.3832, 0.3291], [-0.1210, 0.0618, -0.1292], [-0.0771, 0.1442, -0.0974], [0.0589, 0.0835, 0.0114], [-0.0014, -0.0978, 0.0678], [0.0567, 0.0002, 0.0792], [0.0580, 0.0632, 0.0163], [0.0204, 0.1264, -0.0605], [0.0612, -0.0636, -0.0928], [0.0969, -0.0904, -0.1167], [0.1403, 0.0404, 0.0065], [0.0327, -0.0198, 0.0975], [-0.0280, -0.1029, 0.0459], [-0.0328, -0.0478, -0.0322], [-0.0120, -0.0335, -0.0119], [0.3414, 0.1909, 0.1211], [-0.9651, -0.2268, -0.4251], [0.6407, 0.2361, 0.1535], [-0.2292, -0.4746, -0.0599], [0.1960, 0.1290, -0.1658], [-0.2024, 0.0640, 0.2353], [0.2296, -0.0235, -0.0998], [0.0819, -0.0324, 0.0599], [0.0325, 0.1029, -0.1180], [-0.0544, -0.0665, 0.0232], [-0.0409, -0.0301, 0.0265]],
  "nbo_charge": [1.546, -0.388, 0.397, 0.395, -0.453, 0.226, 0.188, -0.679, 0.405, -0.479, -0.629, -0.315, 0.230, -0.010, -0.426, -0.319, 0.814, -0.656, -0.620, 0.796, -0.602, -0.621, 0.618, -0.540, 0.247, 0.233, 0.290, 0.446, -0.863, 1.227, -0.554, -0.112, -0.144, -0.202, -0.191, -0.200, -0.204, -0.554, -0.108, -0.135, -0.220, -0.185, -0.199, -0.192, 0.260, 0.272, 0.207, 0.224, 0.232, 0.233, 0.219, 0.259, 0.268, 0.211, 0.226, 0.230, 0.238, 0.217, -0.097, -0.002, -0.535, -0.235, -0.531, 0.451, 0.431, 0.237, 0.224, 0.239, 0.267],
  "e_above_lowest_kcal_mol": 41.4,
  "energy_ha": -4141.2838,
  "total_charge": 1,
  "max_force_ev_per_a": 2.1,
  "e_homo_ev": -11.3,
  "spin_multiplicity": 1
}

=====

{
  "formula": "C28H23N2O",
  "method": "the ωB97M-V functional and the def2-TZVPD basis",
  "species": ["C", "C", "N", "C", "C", "C", "C", "C", "C", "N", "H", "H", "H", "H", "H", "H", "H", "H", "C", "O", "C", "C", "C", "C", "C", "C", "C", "C", "C", "C", "C", "C", "C", "C", "C", "C", "C", "C", "C", "H", "H", "H", "H", "H", "H", "H", "H", "H", "H", "H", "H", "H", "H", "H"],
  "positions_angstrom": [[-2.45199, -0.95690, -2.92554], [-2.35497, -0.73698, -1.46281], [-2.00434, -1.55751, -0.47000], [-2.10253, -0.81053, 0.71116], [-2.52635, 0.49181, 0.38142], [-2.70500, 1.51000, 1.29496], [-2.45795, 1.21769, 2.64440], [-2.02576, -0.06822, 3.02274], [-1.84667, -1.08462, 2.06588], [-2.67091, 0.49588, -0.99444], [-2.16825, -1.98224, -3.16884], [-3.47890, -0.74439, -3.25758], [-1.80698, -0.23374, -3.44624], [-3.02649, 2.47157, 0.89211], [-2.59951, 1.98947, 3.39390], [-1.83194, -0.26133, 4.07830], [-1.51018, -2.09477, 2.30422], [-2.96214, 1.28843, -1.55851], [1.39984, -6.21101, 4.55677], [1.59509, -5.24825, 3.50549], [0.61175, -5.02265, 2.59717], [0.91330, -4.08393, 1.57556], [0.05009, -3.91904, 0.51623], [-1.12262, -4.70232, 0.36677], [-1.83897, -4.74519, -0.88175], [-3.21072, -5.19238, -1.00483], [-3.48753, -5.49425, -2.38814], [-4.66757, -6.13577, -2.76002], [-5.59971, -6.46613, -1.75950], [-5.37113, -6.07756, -0.41932], [-4.18736, -5.43451, -0.03967], [-2.28609, -5.17820, -3.15503], [-1.27481, -4.70471, -2.22984], [0.01141, -4.44079, -2.70821], [0.25949, -4.57540, -4.08512], [-0.70983, -5.09543, -4.97069], [-2.00318, -5.37919, -4.50339], [-1.45876, -5.54953, 1.46479], [-0.62560, -5.71565, 2.55973], [2.29314, -6.13012, 5.17678], [0.49762, -5.97387, 5.13950], [1.30821, -7.22532, 4.14456], [1.86573, -3.55477, 1.66023], [0.27078, -3.15259, -0.22037], [-4.82209, -6.41234, -3.80777], [-6.49927, -7.03619, -2.00844], [-6.12474, -6.27860, 0.34420], [-4.02655, -5.08690, 0.97883], [0.78935, -4.12338, -2.00947], [1.23663, -4.28693, -4.47766], [-0.44735, -5.29722, -6.01291], [-2.78334, -5.77304, -5.15841], [-2.36506, -6.15105, 1.44011], [-0.90079, -6.42474, 3.34989]],
  "forces_ev_per_a": [[0.0299, -0.1715, -0.1277], [0.2117, -0.2003, 1.5885], [-0.1500, 0.0293, -0.9785], [-0.2383, 0.9598, -0.1703], [0.1721, -0.3102, -0.1071], [-0.0258, 0.0898, 0.4165], [-0.0641, -0.0394, -0.7807], [-0.0191, -0.3438, -0.6200], [-0.0116, -0.0892, -0.1984], [-0.1983, 0.6186, 0.1512], [-0.0565, 0.1750, -0.1487], [0.2378, -0.2740, 0.0489], [-0.0309, -0.3695, 0.0754], [0.0689, -0.0372, 0.5985], [0.0555, -0.1305, -0.0733], [-0.0342, -0.0580, -0.3387], [-0.0543, 0.3124, 0.3302], [0.1272, -0.3690, 0.2383], [-0.3110, 0.0314, -0.1183], [-1.0281, 0.3462, -0.7220], [0.3936, -0.5971, 0.1652], [-0.0978, -0.2323, 0.3116], [0.6887, -0.0192, -0.0065], [-0.0840, 0.0837, -0.1221], [0.2240, -0.4780, 1.0521], [-0.7694, -0.5176, -1.1740], [-0.7453, -0.4541, 1.3284], [0.6497, 0.2550, 0.0482], [0.3338, 0.3428, 0.7747], [-0.1644, -0.1414, -0.4570], [-0.0303, 0.2381, -0.2385], [1.4776, 0.4486, -0.1892], [-0.5349, -0.2140, -1.2713], [-0.4168, 0.1865, 0.0762], [-0.1562, -0.2873, -0.3393], [0.4272, 0.4435, 0.7235], [-0.2616, -0.0064, 0.7653], [-0.0895, -0.0193, 0.0485], [0.2863, 0.1347, 0.0336], [-0.2264, -0.0644, -0.0767], [0.3327, -0.0057, -0.0923], [0.0861, 0.2599, 0.0479], [-0.4524, 0.0033, -0.1101], [-0.0789, -0.1435, 0.0707], [-0.0892, 0.0650, 0.4479], [0.2977, 0.3351, 0.0623], [0.2061, -0.0009, -0.3141], [-0.2495, -0.1719, -0.1818], [-0.1478, -0.1062, -0.4942], [-0.2689, -0.2656, 0.1542], [-0.1022, 0.2369, 0.3819], [0.3635, 0.0919, 0.0933], [0.3655, 0.0610, -0.1422], [0.1522, 0.3690, -0.4398]],
  "nbo_charge": [-0.664, 0.411, -0.548, 0.149, 0.091, -0.232, -0.209, -0.212, -0.242, -0.537, 0.237, 0.237, 0.237, 0.220, 0.225, 0.221, 0.209, 0.421, -0.262, -0.461, 0.419, -0.271, -0.096, -0.245, 0.452, -0.094, -0.037, -0.190, -0.125, -0.226, -0.135, 0.085, -0.201, -0.116, -0.220, -0.135, -0.212, -0.027, -0.349, 0.223, 0.190, 0.193, 0.252, 0.243, 0.231, 0.237, 0.236, 0.229, 0.232, 0.236, 0.238, 0.229, 0.219, 0.243],
  "e_above_lowest_kcal_mol": 0.0,
  "energy_ha": -1265.3101,
  "total_charge": 1,
  "max_force_ev_per_a": 1.6,
  "e_homo_ev": -10.6,
  "spin_multiplicity": 1
}